i) {"formula": "C4H6O", "method": "ωB97M-V/def2-TZVPD", "smiles": "O=C1CCC1", "homo_ev": -9.712, "charge": 0, "gap_ev": 10.3, "lumo_energy_ha": 0.023, "species": ["O", "C", "C", "C", "C", "H", "H", "H", "H", "H", "H"], "coordinates": [[-1.86195, -0.02898, -0.20583], [-0.67281, -0.05509, 0.07746], [0.32458, 1.10635, 0.19812], [1.46834, 0.03577, -0.33493], [0.42233, -1.06972, 0.22063], [0.09158, 2.27603, -0.28559], [0.44559, 1.18373, 1.49697], [1.52311, -0.00870, -1.66680], [2.63033, 0.13845, 0.14426], [0.29984, -2.14356, -0.36225], [0.65047, -1.31795, 1.35230]], "lowdin_charge": [0.0689, -0.5016, -0.1505, -0.1892, -0.1748, 0.1658, 0.1769, 0.1722, 0.1382, 0.1555, 0.1385]}

---

ii) {"formula": "C4H6O", "method": "ωB97M-V/def2-TZVPD", "homo_ev": -8.072, "charge": 0, "gap_ev": 9.0, "lumo_energy_ha": 0.035, "species": ["C", "O", "C", "C", "C", "H", "H", "H", "H", "H", "H"], "coordinates": [[-0.12709, -1.28942, 0.04567], [-1.18186, -0.44655, -0.45134], [-0.77247, 0.86490, -0.36663], [0.69538, 0.84494, -0.23914], [1.08285, -0.39832, 0.05884], [-0.39407, -1.66201, 1.04844], [-0.03397, -2.15161, -0.62702], [-1.17046, 1.56545, 0.84307], [-1.48115, 1.67687, -0.35765], [1.30518, 1.73335, -0.28197], [2.07768, -0.73758, 0.32773]], "lowdin_charge": [-0.1752, -0.1059, -0.2333, -0.0971, -0.0726, 0.1245, 0.1233, 0.1657, 0.0576, 0.1067, 0.1064]}

---

Most stable: i)